{
  "formula": "C4H12N2S",
  "method": "ωB97M-V/def2-TZVPD",
  "smiles": "NCCNCCS",
  "de_lowest_ev": 1.823,
  "homo_ev": -8.2023,
  "max_force_ev_per_a": 4.8,
  "orbital_gap_ev": 9.19,
  "species": ["N", "C", "C", "N", "C", "C", "S", "H", "H", "H", "H", "H", "H", "H", "H", "H", "H", "H", "H"],
  "coordinates": [[0.712, -0.514, -2.608], [-0.573, -0.253, -1.892], [-0.699, -1.112, -0.636], [0.489, -0.728, 0.269], [0.390, 0.577, 0.872], [-0.010, 0.451, 2.528], [-0.442, 2.172, 3.041], [0.770, -1.507, -2.969], [0.661, -0.097, -3.536], [-0.538, 0.820, -1.743], [-1.423, -0.431, -2.487], [-1.513, -0.885, 0.075], [-0.812, -2.171, -0.891], [1.252, -1.105, -0.148], [1.392, 1.001, 0.802], [-0.392, 1.215, 0.356], [0.737, -0.059, 3.229], [-0.926, -0.070, 2.614], [0.924, 2.695, 3.123]],
  "nbo_charge": [-0.84, -0.24, -0.24, -0.66, -0.22, -0.52, -0.09, 0.34, 0.36, 0.19, 0.17, 0.20, 0.20, 0.38, 0.20, 0.19, 0.22, 0.21, 0.13]
}


{
  "formula": "C4H12N2S2",
  "method": "ωB97M-V/def2-TZVPD",
  "spin_multiplicity": 2,
  "de_lowest_ev": 0.627,
  "total_charge": -1,
  "homo_ev": [0.4890, -4.6445],
  "max_force_ev_per_a": 2.5,
  "s2": 0.75,
  "orbital_gap_ev": [2.53, 7.66],
  "species": ["S", "S", "C", "C", "C", "N", "C", "N", "H", "H", "H", "H", "H", "H", "H", "H", "H", "H", "H", "H"],
  "coordinates": [[3.043, 2.647, 0.942], [2.503, 0.772, 1.620], [1.268, 0.029, 0.544], [-0.057, 0.759, 0.370], [-1.132, -0.086, -0.324], [-1.239, -1.435, 0.222], [-1.614, -2.435, -0.752], [-0.025, 2.071, -0.254], [4.074, 2.458, 0.049], [1.681, -0.313, -0.415], [1.002, -0.936, 0.979], [-0.412, 0.925, 1.377], [-2.055, 0.476, -0.243], [-0.931, -0.179, -1.399], [-1.905, -1.446, 0.978], [-0.740, -2.789, -1.298], [-2.059, -3.287, -0.245], [-2.347, -2.092, -1.496], [0.587, 2.114, -1.056], [0.357, 2.746, 0.403]],
  "nbo_charge": [-0.71, -0.17, -0.59, -0.07, -0.22, -0.63, -0.40, -0.85, 0.06, 0.19, 0.24, 0.18, 0.18, 0.18, 0.35, 0.18, 0.19, 0.16, 0.36, 0.38]
}


{
  "formula": "C4H12N2Si",
  "method": "ωB97M-V/def2-TZVPD",
  "smiles": "C/C=[Si](/C)N.C=N",
  "de_lowest_ev": 3.099,
  "homo_ev": -7.2371,
  "max_force_ev_per_a": 4.2,
  "orbital_gap_ev": 7.86,
  "species": ["C", "C", "Si", "C", "N", "H", "H", "H", "H", "H", "H", "H", "H", "H", "C", "N", "H", "H", "H"],
  "coordinates": [[-0.044, -0.865, -2.849], [-0.149, -0.165, -1.535], [0.447, -0.848, -0.094], [0.909, -0.335, 1.709], [1.415, -2.265, -0.401], [-0.839, -1.720, -3.018], [0.869, -1.541, -2.768], [-0.168, -0.180, -3.656], [-0.756, 0.703, -1.667], [0.072, -0.594, 2.400], [1.715, -0.948, 2.029], [1.260, 0.687, 1.913], [2.100, -2.439, 0.295], [1.645, -2.871, -1.197], [-1.860, 2.386, 1.556], [-1.283, 2.849, 2.537], [-2.202, 1.353, 1.471], [-2.180, 2.945, 0.641], [-0.952, 3.848, 2.636]],
  "nbo_charge": [-0.62, -0.98, 1.62, -1.09, -1.30, 0.19, 0.19, 0.22, 0.23, 0.25, 0.24, 0.26, 0.38, 0.41, -0.02, -0.62, 0.15, 0.13, 0.36]
}


{
  "formula": "C4H12N2Si",
  "method": "ωB97M-V/def2-TZVPD",
  "smiles": "C=C/[SiH]=N/C.CN",
  "de_lowest_ev": 5.233,
  "homo_ev": -8.3085,
  "max_force_ev_per_a": 6.5,
  "orbital_gap_ev": 8.41,
  "species": ["C", "C", "Si", "N", "C", "H", "H", "H", "H", "H", "H", "H", "C", "N", "H", "H", "H", "H", "H"],
  "coordinates": [[2.791, -2.676, -0.047], [1.818, -2.196, -0.798], [0.894, -0.553, -0.545], [1.146, 0.762, 0.438], [0.717, 2.180, 0.362], [3.148, -3.631, -0.471], [3.169, -2.266, 0.914], [1.550, -2.622, -1.757], [-0.216, -0.521, -1.385], [0.282, 2.419, 1.271], [1.654, 2.860, 0.174], [0.044, 2.273, -0.402], [-3.435, 0.122, -0.094], [-2.218, 0.325, -0.940], [-3.396, 0.775, 0.754], [-4.202, 0.412, -0.820], [-3.514, -0.992, 0.217], [-1.550, 0.891, -0.507], [-2.808, 1.032, -1.762]],
  "nbo_charge": [-0.32, -0.67, 1.50, -1.10, -0.39, 0.20, 0.22, 0.23, -0.21, 0.19, 0.19, 0.16, -0.42, -0.82, 0.19, 0.19, 0.18, 0.35, 0.33]
}


{
  "formula": "C4H12N3",
  "method": "ωB97M-V/def2-TZVPD",
  "smiles": "N/C=C(\\[NH3+])CCN",
  "de_lowest_ev": 3.636,
  "total_charge": 1,
  "homo_ev": -12.0884,
  "max_force_ev_per_a": 4.8,
  "orbital_gap_ev": 8.43,
  "species": ["N", "C", "C", "N", "C", "C", "N", "H", "H", "H", "H", "H", "H", "H", "H", "H", "H", "H", "H"],
  "coordinates": [[2.784, -0.726, -0.138], [1.600, -0.464, -0.934], [0.640, 0.264, -0.249], [1.109, 1.252, 0.784], [-0.835, 0.368, -0.629], [-1.655, -0.564, 0.268], [-2.995, -0.138, 0.226], [3.708, -0.770, -0.694], [2.708, -1.651, 0.320], [1.214, -1.295, -1.486], [0.291, 1.233, 1.429], [2.113, 1.114, 1.053], [1.069, 2.160, 0.251], [-0.744, -0.128, -1.628], [-1.226, 1.387, -0.770], [-1.513, -1.627, 0.043], [-1.350, -0.474, 1.393], [-3.662, -0.798, 0.792], [-3.257, 0.857, -0.033]],
  "nbo_charge": [-0.91, -0.02, 0.17, -0.74, -0.49, -0.19, -0.89, 0.40, 0.40, 0.21, 0.46, 0.49, 0.45, 0.26, 0.23, 0.21, 0.13, 0.41, 0.40]
}


{
  "formula": "C4H12N3",
  "method": "ωB97M-V/def2-TZVPD",
  "de_lowest_ev": 1.684,
  "total_charge": 1,
  "homo_ev": -13.6761,
  "max_force_ev_per_a": 1.0,
  "orbital_gap_ev": 10.77,
  "species": ["C", "C", "N", "H", "H", "H", "H", "H", "H", "C", "N", "C", "N", "H", "H", "H", "H", "H", "H"],
  "coordinates": [[0.301, -0.477, -2.527], [0.974, 0.646, -2.675], [-0.781, -0.644, -1.553], [0.522, -1.355, -3.113], [1.742, 0.695, -3.433], [0.795, 1.527, -2.075], [-0.410, -0.594, -0.441], [-1.481, 0.079, -1.688], [-1.235, -1.544, -1.698], [0.944, 0.732, 1.104], [-0.818, -0.082, 3.111], [-0.738, -0.697, 1.913], [0.077, -0.433, 0.956], [1.754, 0.673, 0.387], [1.416, 0.747, 2.090], [0.415, 1.681, 0.976], [-1.635, -0.252, 3.663], [-0.424, 0.833, 3.207], [-1.417, -1.536, 1.795]],
  "nbo_charge": [-0.06, -0.36, -0.76, 0.23, 0.24, 0.21, 0.45, 0.42, 0.43, -0.47, -0.77, 0.34, -0.57, 0.23, 0.21, 0.20, 0.42, 0.40, 0.19]
}


{
  "formula": "C4H12N3",
  "method": "ωB97M-V/def2-TZVPD",
  "smiles": "N/C=C(\\[NH3+])CCN",
  "de_lowest_ev": 1.380,
  "total_charge": 1,
  "homo_ev": -13.0511,
  "max_force_ev_per_a": 1.1,
  "orbital_gap_ev": 10.13,
  "species": ["N", "C", "C", "N", "C", "C", "N", "H", "H", "H", "H", "H", "H", "H", "H", "H", "H", "H", "H"],
  "coordinates": [[1.638, 0.731, 2.187], [0.550, -0.041, 1.762], [-0.222, 0.288, 0.732], [0.204, 1.422, -0.102], [-1.206, -0.597, 0.029], [-0.656, -1.296, -1.218], [-0.218, -0.286, -2.250], [2.162, 0.220, 2.892], [1.381, 1.596, 2.670], [0.530, -1.052, 2.173], [0.114, 1.083, -1.137], [-0.401, 2.244, -0.003], [1.112, 1.741, 0.233], [-2.010, 0.029, -0.352], [-1.682, -1.315, 0.681], [0.236, -1.844, -0.949], [-1.341, -1.997, -1.678], [-0.855, -0.302, -3.039], [0.665, -0.623, -2.631]],
  "nbo_charge": [-0.84, 0.02, 0.06, -0.74, -0.46, -0.22, -0.87, 0.40, 0.39, 0.22, 0.48, 0.43, 0.45, 0.22, 0.26, 0.20, 0.22, 0.39, 0.39]
}


{
  "formula": "C4H12N3",
  "method": "ωB97M-V/def2-TZVPD",
  "smiles": "C/N=[N+](/C)N(C)C",
  "de_lowest_ev": 5.090,
  "total_charge": 1,
  "homo_ev": -14.0613,
  "max_force_ev_per_a": 4.2,
  "orbital_gap_ev": 10.08,
  "species": ["C", "N", "N", "C", "N", "C", "C", "H", "H", "H", "H", "H", "H", "H", "H", "H", "H", "H", "H"],
  "coordinates": [[1.559, 0.095, 1.866], [1.545, 0.353, 0.467], [0.590, 0.213, -0.275], [1.000, 0.578, -1.871], [-0.655, -0.188, -0.095], [-1.669, 0.498, -0.897], [-1.007, -1.172, 0.930], [0.657, -0.289, 2.258], [1.772, 1.107, 2.213], [2.410, -0.582, 1.980], [0.508, -0.157, -2.540], [2.141, 0.515, -1.995], [0.604, 1.531, -2.004], [-1.440, 0.245, -1.914], [-2.661, -0.036, -0.833], [-1.892, 1.549, -0.715], [-1.377, -0.676, 1.875], [-1.873, -1.730, 0.506], [-0.212, -1.852, 1.042]],
  "nbo_charge": [-0.48, -0.07, 0.20, -0.38, -0.24, -0.45, -0.43, 0.21, 0.26, 0.26, 0.23, 0.27, 0.22, 0.22, 0.25, 0.23, 0.22, 0.24, 0.23]
}


{
  "formula": "C4H12N3",
  "method": "ωB97M-V/def2-TZVPD",
  "smiles": "NCC/C(N)=C/[NH3+]",
  "de_lowest_ev": 2.047,
  "total_charge": 1,
  "homo_ev": -12.8396,
  "max_force_ev_per_a": 1.9,
  "orbital_gap_ev": 9.31,
  "species": ["N", "C", "C", "C", "N", "C", "N", "H", "H", "H", "H", "H", "H", "H", "H", "H", "H", "H", "H"],
  "coordinates": [[-0.856, 1.250, 2.255], [-0.180, 1.749, 1.015], [0.879, 0.712, 0.591], [0.375, -0.433, -0.228], [-0.446, -1.306, 0.431], [0.747, -0.575, -1.513], [-0.022, -1.586, -2.363], [-1.845, 1.152, 2.095], [-0.736, 1.889, 3.028], [-0.859, 1.903, 0.180], [0.342, 2.622, 1.386], [1.267, 0.227, 1.489], [1.785, 1.150, 0.180], [-0.881, -0.952, 1.268], [-0.578, -2.236, 0.081], [1.515, -0.176, -2.135], [-0.945, -1.787, -1.979], [-0.066, -1.170, -3.293], [0.505, -2.431, -2.488]],
  "nbo_charge": [-0.87, -0.22, -0.47, 0.26, -0.81, -0.23, -0.69, 0.36, 0.38, 0.20, 0.22, 0.24, 0.24, 0.44, 0.39, 0.24, 0.44, 0.45, 0.43]
}


{
  "formula": "C4H12N3",
  "method": "ωB97M-V/def2-TZVPD",
  "de_lowest_ev": 4.930,
  "total_charge": 1,
  "homo_ev": -13.2104,
  "max_force_ev_per_a": 5.3,
  "orbital_gap_ev": 10.18,
  "species": ["C", "C", "C", "C", "N", "N", "N", "H", "H", "H", "H", "H", "H", "H", "H", "H", "H", "H", "H"],
  "coordinates": [[3.022, -0.236, -0.080], [4.125, -0.472, -0.795], [-2.620, -0.795, 0.126], [-1.101, -0.668, 0.248], [1.906, 0.707, -0.068], [2.271, -0.249, 1.023], [-0.735, 0.551, -0.653], [4.880, -1.124, -0.397], [4.492, 0.155, -1.565], [0.400, 0.667, -0.433], [-3.119, 0.125, -0.055], [-2.813, -1.403, -0.724], [-2.889, -1.265, 1.053], [-0.558, -1.462, -0.185], [-0.774, -0.529, 1.328], [2.166, 1.711, 0.172], [1.421, -0.851, 1.206], [-1.252, 1.309, -0.238], [-1.054, 0.406, -1.554]],
  "nbo_charge": [0.31, -0.44, -0.63, -0.21, -0.54, -0.42, -0.72, 0.24, 0.24, 0.45, 0.22, 0.23, 0.25, 0.21, 0.22, 0.39, 0.38, 0.41, 0.42]
}


{
  "formula": "C4H12N3",
  "method": "ωB97M-V/def2-TZVPD",
  "spin_multiplicity": 2,
  "de_lowest_ev": 2.982,
  "total_charge": 2,
  "homo_ev": [-18.9541, -19.0772],
  "max_force_ev_per_a": 3.9,
  "s2": 0.76,
  "orbital_gap_ev": [9.88, 7.16],
  "species": ["C", "C", "C", "C", "N", "N", "N", "H", "H", "H", "H", "H", "H", "H", "H", "H", "H", "H", "H"],
  "coordinates": [[-1.218, 0.307, 1.582], [-0.779, -0.988, 0.698], [0.258, -0.701, -0.340], [1.635, -0.443, -0.123], [2.517, 0.469, -0.846], [-0.439, -0.357, -1.564], [-1.718, 1.259, 0.597], [-0.357, 0.627, 2.090], [-2.007, -0.029, 2.193], [-0.353, -1.837, 1.221], [-1.756, -1.236, 0.268], [2.139, -1.085, 0.703], [2.759, 1.284, -0.210], [3.374, 0.081, -1.136], [-0.584, -1.047, -2.350], [0.260, 0.207, -2.026], [-2.771, 1.176, 0.412], [-1.458, 2.241, 0.905], [-1.149, 0.978, -0.276]],
  "nbo_charge": [-0.19, -0.50, 0.31, 0.16, -0.81, -0.77, -0.72, 0.24, 0.26, 0.29, 0.26, 0.27, 0.44, 0.43, 0.49, 0.41, 0.48, 0.48, 0.46]
}


{
  "formula": "C4H12N3O",
  "method": "ωB97M-V/def2-TZVPD",
  "de_lowest_ev": 2.138,
  "total_charge": 1,
  "homo_ev": -12.8623,
  "max_force_ev_per_a": 4.1,
  "orbital_gap_ev": 9.35,
  "species": ["C", "C", "C", "C", "N", "N", "N", "O", "H", "H", "H", "H", "H", "H", "H", "H", "H", "H", "H", "H"],
  "coordinates": [[-1.697, 1.160, -0.495], [2.801, -1.023, 0.255], [-2.897, -0.784, 0.424], [1.872, 0.099, -0.102], [0.617, 0.046, -0.209], [-2.353, 0.003, -0.628], [2.625, 1.247, -0.347], [-1.568, 1.782, 0.607], [3.219, -0.849, 1.240], [3.576, -1.002, -0.555], [2.292, -2.002, 0.163], [-2.847, -0.374, 1.473], [-4.032, -0.890, 0.279], [-2.539, -1.869, 0.476], [-1.251, 1.640, -1.424], [0.213, -0.907, -0.126], [-2.043, -0.591, -1.390], [2.173, 2.147, -0.318], [-1.764, 1.228, 1.406], [3.600, 0.938, -0.730]],
  "nbo_charge": [0.61, -0.68, -0.48, 0.50, -0.81, -0.54, -0.84, -0.57, 0.25, 0.22, 0.23, 0.22, 0.25, 0.25, 0.25, 0.34, 0.44, 0.42, 0.52, 0.42]
}